{"formula": "C15H13Cl3N5O8S3SbSe4W", "method": "ωB97M-V/def2-TZVPD", "lumo_ha": [-0.084, -0.084], "spin_multiplicity": 1, "orbital_gap_ev": [5.933, 5.934], "e_homo_ev": [-8.208, -8.208], "total_charge": 0, "total_energy_ha": -13943.35829, "e_above_lowest_kj_mol": 126.4, "species": ["W", "N", "N", "C", "O", "O", "H", "H", "H", "O", "S", "O", "O", "C", "C", "C", "C", "C", "C", "S", "O", "O", "O", "H", "H", "H", "H", "N", "C", "S", "C", "C", "C", "N", "C", "C", "H", "H", "H", "H", "H", "H", "Cl", "C", "Cl", "Cl", "C", "N", "Se", "Sb", "Se", "Se", "Se"], "positions_angstrom": [[-1.095, -0.465, 0.801], [-3.083, 0.712, 1.152], [-4.022, -0.166, 1.704], [-3.607, -1.477, 1.758], [-4.086, -2.364, 2.385], [-2.614, -1.604, 0.833], [-2.875, 1.472, 1.794], [-3.434, 1.067, 0.254], [-4.723, 0.167, 2.344], [1.037, -0.503, 1.082], [1.199, -1.510, 2.210], [2.339, -2.347, 2.081], [-0.115, -2.162, 2.254], [1.440, -0.490, 3.653], [2.519, -0.841, 4.447], [2.860, -0.077, 5.554], [2.133, 1.057, 5.864], [1.047, 1.417, 5.080], [0.694, 0.652, 3.979], [-0.783, 1.159, 3.137], [-1.384, 2.224, 3.862], [-0.457, 1.475, 1.701], [-1.591, -0.080, 2.994], [3.100, -1.712, 4.178], [3.704, -0.371, 6.163], [2.398, 1.664, 6.718], [0.454, 2.287, 5.323], [0.521, 3.182, -5.430], [1.711, 2.831, -4.935], [3.131, 3.559, -5.349], [1.674, 1.669, -4.002], [2.496, 1.620, -2.880], [2.406, 0.529, -2.030], [1.577, -0.494, -2.240], [0.821, -0.451, -3.336], [0.817, 0.600, -4.235], [0.489, 3.967, -6.060], [-0.357, 2.832, -5.064], [3.190, 2.425, -2.683], [3.003, 0.482, -1.126], [0.152, -1.291, -3.505], [0.157, 0.571, -5.093], [2.105, -3.972, -2.082], [0.399, -4.196, -1.722], [0.143, -5.591, -0.669], [-0.562, -4.322, -3.191], [-0.071, -3.014, -0.990], [-0.435, -2.098, -0.422], [-4.407, -0.216, -1.871], [-3.288, 0.355, -3.901], [-2.448, -1.441, -5.171], [-2.943, 2.665, -4.219], [-1.341, 0.616, -1.101]], "lowdin_charge": [1.363, -0.102, 0.046, -0.637, 0.163, -0.268, 0.101, -0.008, 0.169, -0.447, 0.543, -0.234, -0.346, -0.211, -0.032, -0.035, -0.038, -0.034, -0.218, 0.566, -0.224, -0.440, -0.371, 0.118, 0.118, 0.118, 0.118, 0.101, -0.846, 0.651, -0.236, -0.024, -0.131, 0.033, -0.224, -0.037, 0.102, -0.007, 0.098, 0.110, 0.049, 0.096, 0.675, -1.603, 0.668, 0.661, -0.260, 0.074, -0.021, -0.125, -0.067, -0.051, 0.540]}


{"formula": "C15H13ClIN7O3PtS", "method": "ωB97M-V/def2-TZVPD", "s_squared": 6.056, "lumo_ha": [-0.233, -0.321], "spin_multiplicity": 5, "orbital_gap_ev": [7.675, 6.011], "e_homo_ev": [-14.017, -14.742], "total_charge": 2, "total_energy_ha": -2463.09902, "e_above_lowest_kj_mol": 57.4, "species": ["Pt", "Cl", "C", "C", "C", "I", "C", "O", "C", "N", "C", "C", "C", "C", "H", "H", "H", "H", "N", "N", "C", "N", "N", "N", "O", "O", "H", "H", "H", "H", "H", "S", "C", "C", "C", "C", "C", "N", "H", "H", "H", "H"], "positions_angstrom": [[-0.192, 0.255, 0.421], [-2.463, -5.614, -2.610], [-2.325, -4.022, -2.051], [-3.376, -3.140, -2.265], [-3.303, -1.829, -1.833], [-4.859, -0.529, -2.153], [-2.132, -1.357, -1.145], [-2.012, -0.174, -0.737], [-1.043, -2.303, -0.923], [0.036, -1.824, -0.274], [1.069, -2.624, -0.050], [1.073, -3.956, -0.472], [-0.022, -4.457, -1.131], [-1.121, -3.616, -1.371], [-4.260, -3.494, -2.778], [1.911, -2.196, 0.480], [1.937, -4.574, -0.272], [-0.043, -5.485, -1.469], [-0.753, 2.342, -1.394], [0.408, 2.632, -2.106], [1.600, 2.123, -1.745], [2.657, 2.569, -2.405], [1.572, 1.198, -0.768], [2.746, 0.726, -0.221], [2.568, 0.056, 0.783], [3.848, 0.985, -0.667], [-1.422, 1.866, -1.986], [-1.159, 3.196, -1.031], [0.372, 3.279, -2.879], [2.576, 3.286, -3.107], [3.563, 2.181, -2.183], [-1.185, -0.322, 2.566], [-0.429, 1.106, 3.154], [-0.411, 1.491, 4.490], [0.295, 2.643, 4.819], [0.942, 3.346, 3.821], [0.866, 2.890, 2.498], [0.192, 1.805, 2.174], [-0.927, 0.902, 5.236], [0.340, 2.980, 5.846], [1.507, 4.241, 4.045], [1.360, 3.421, 1.694]], "lowdin_charge": [1.088, 0.862, -0.561, -0.141, -0.628, 1.096, -0.382, -0.170, -0.146, -0.017, -0.061, 0.017, 0.031, -0.145, 0.113, 0.114, 0.132, 0.114, 0.031, -0.002, -0.379, 0.229, 0.027, -0.421, 0.002, 0.095, 0.094, 0.113, 0.165, 0.139, 0.109, 0.876, -0.717, -0.029, -0.006, 0.009, -0.087, -0.076, 0.127, 0.133, 0.128, 0.124]}


{"formula": "C15H13ClN4O3S", "method": "ωB97M-V/def2-TZVPD", "lumo_ha": 0.021, "spin_multiplicity": 1, "smiles": "Cc1onc(C(=O)NN)c1-c1csc(COc2ccc(Cl)cc2)n1", "orbital_gap_ev": 9.047, "e_homo_ev": -8.475, "total_charge": 0, "total_energy_ha": -1882.48772, "e_above_lowest_kj_mol": 224.2, "species": ["C", "C", "O", "N", "C", "C", "O", "N", "N", "C", "C", "C", "S", "C", "C", "O", "C", "C", "C", "C", "Cl", "C", "C", "N", "H", "H", "H", "H", "H", "H", "H", "H", "H", "H", "H", "H", "H"], "positions_angstrom": [[2.514, 3.318, -0.071], [3.483, 2.201, -0.043], [4.788, 2.491, 0.000], [5.505, 1.353, 0.023], [4.661, 0.342, -0.008], [5.218, -1.030, 0.016], [4.603, -2.056, -0.230], [6.523, -1.045, 0.357], [7.288, -2.220, 0.263], [3.318, 0.828, -0.054], [2.043, 0.149, -0.087], [1.819, -1.197, -0.186], [0.140, -1.538, -0.190], [-0.151, 0.177, -0.057], [-1.547, 0.694, -0.005], [-2.405, -0.421, -0.001], [-3.751, -0.222, 0.020], [-4.373, 1.020, 0.053], [-5.756, 1.102, 0.072], [-6.517, -0.052, 0.059], [-8.243, 0.058, 0.083], [-5.907, -1.298, 0.028], [-4.532, -1.379, 0.008], [0.904, 0.903, -0.017], [1.864, 3.222, -0.937], [3.050, 4.262, -0.106], [1.882, 3.281, 0.814], [7.035, -0.175, 0.411], [6.711, -2.902, -0.232], [7.468, -2.589, 1.198], [2.549, -1.976, -0.260], [-1.678, 1.304, 0.901], [-1.733, 1.335, -0.881], [-3.800, 1.933, 0.064], [-6.237, 2.067, 0.097], [-6.507, -2.194, 0.018], [-4.032, -2.334, -0.017]], "lowdin_charge": [-0.005, -0.235, 0.038, 0.100, -0.121, -0.416, 0.046, -0.015, 0.046, -0.041, -0.311, -0.321, 1.112, -0.531, -0.189, -0.097, -0.262, -0.015, -0.102, -0.685, 0.663, -0.099, 0.004, 0.102, 0.086, 0.087, 0.087, 0.130, 0.080, 0.087, 0.050, 0.143, 0.143, 0.106, 0.107, 0.107, 0.122]}


{"formula": "C15H13N3O2", "method": "ωB97M-V/def2-TZVPD", "lumo_ha": -0.049, "spin_multiplicity": 1, "smiles": "N/C(=N\\OC(=O)/C=C/c1ccccc1)c1cccnc1", "orbital_gap_ev": 6.706, "e_homo_ev": -8.039, "total_charge": 0, "total_energy_ha": -893.60964, "e_above_lowest_kj_mol": 1335.5, "species": ["N", "C", "N", "O", "C", "O", "C", "C", "C", "C", "C", "C", "C", "C", "C", "C", "C", "C", "N", "C", "H", "H", "H", "H", "H", "H", "H", "H", "H", "H", "H", "H", "H"], "positions_angstrom": [[-2.562, -1.832, -0.631], [-2.547, -0.587, -0.209], [-1.610, 0.324, 0.102], [-0.345, -0.077, 0.012], [0.216, -1.364, 0.238], [-0.441, -2.294, 0.779], [1.563, -1.211, 0.497], [2.292, 0.062, -0.096], [3.698, 0.235, -0.137], [4.301, 1.424, -0.381], [5.565, 1.885, -0.431], [6.402, 0.744, -0.303], [6.039, -0.789, 0.014], [4.677, -0.739, 0.243], [-4.170, 0.109, 0.068], [-4.338, 1.078, 0.948], [-5.674, 1.533, 1.150], [-6.570, 1.201, -0.164], [-6.224, 0.167, -0.878], [-5.075, -0.530, -0.954], [-3.495, -2.397, -0.872], [-1.748, -2.319, -0.452], [2.104, -2.016, 0.477], [1.702, 0.975, -0.074], [3.680, 2.389, -0.631], [5.962, 2.612, -0.625], [7.607, 0.653, -0.209], [6.632, -1.450, 0.448], [4.281, -1.825, 0.335], [-3.537, 1.384, 1.514], [-5.830, 2.179, 1.796], [-7.666, 1.357, 0.221], [-4.889, -0.881, -1.796]], "lowdin_charge": [0.135, -0.265, 0.056, -0.095, -0.427, 0.033, 0.070, 0.114, -0.258, -0.081, -0.038, 0.025, 0.011, -0.062, -0.046, -0.078, 0.079, -0.102, -0.018, -0.037, 0.179, 0.021, 0.026, 0.110, 0.161, -0.028, 0.130, 0.040, 0.133, 0.082, -0.010, 0.117, 0.022]}


{"formula": "C15H13NO4", "method": "ωB97M-V/def2-TZVPD", "lumo_ha": 0.025, "spin_multiplicity": 1, "smiles": "O=C(NCc1ccc2c(c1)OCO2)Oc1ccccc1", "orbital_gap_ev": 8.877, "e_homo_ev": -8.189, "total_charge": 0, "total_energy_ha": -934.63867, "e_above_lowest_kj_mol": 1385.7, "species": ["O", "C", "N", "C", "C", "C", "C", "C", "C", "C", "O", "C", "O", "O", "C", "C", "C", "C", "C", "C", "H", "H", "H", "H", "H", "H", "H", "H", "H", "H", "H", "H", "H"], "positions_angstrom": [[-0.707, 2.440, -1.742], [-0.241, 1.988, -0.753], [0.751, 0.984, -0.503], [1.421, 0.468, -1.769], [0.565, -0.835, -1.731], [1.114, -1.922, -1.337], [0.764, -3.366, -1.365], [-0.550, -3.373, -1.793], [-1.324, -2.218, -2.278], [-0.724, -1.063, -1.969], [-2.485, -2.459, -2.796], [-2.739, -4.001, -2.437], [-1.359, -4.461, -2.015], [-0.864, 2.681, 0.654], [-0.150, 2.505, 1.806], [-1.006, 2.249, 2.918], [-0.031, 2.051, 4.170], [1.056, 2.469, 4.186], [1.811, 3.021, 2.963], [1.260, 2.790, 1.954], [0.909, 0.746, 0.384], [0.974, 1.014, -2.416], [2.455, 0.306, -1.450], [2.314, -2.198, -0.952], [1.081, -4.171, -1.089], [-1.111, -0.087, -2.337], [-3.628, -4.087, -1.772], [-2.965, -4.299, -3.624], [-1.915, 1.895, 2.695], [-0.725, 1.938, 4.913], [1.564, 2.457, 5.273], [2.769, 3.210, 3.186], [1.719, 3.327, 1.025]], "lowdin_charge": [0.140, -0.308, 0.101, 0.033, -0.297, -0.081, 0.062, -0.182, -0.280, -0.001, 0.020, 0.046, -0.017, -0.017, -0.299, 0.117, -0.145, -0.138, -0.076, -0.133, 0.072, 0.046, 0.141, 0.171, 0.015, 0.146, 0.130, 0.185, 0.056, 0.080, 0.160, 0.082, 0.171]}


{"formula": "C15H14AuI2N3O5S", "method": "ωB97M-V/def2-TZVPD", "s_squared": 2.046, "lumo_ha": [0.001, -0.104], "spin_multiplicity": 3, "orbital_gap_ev": [8.283, 5.949], "e_homo_ev": [-8.248, -8.780], "total_charge": 0, "total_energy_ha": -2249.67723, "e_above_lowest_kj_mol": 56.5, "species": ["Au", "I", "C", "C", "C", "I", "C", "O", "C", "C", "N", "C", "C", "C", "C", "C", "C", "N", "C", "H", "H", "H", "H", "H", "H", "H", "H", "H", "H", "H", "O", "C", "N", "C", "S", "O", "O", "O", "H", "H", "H"], "positions_angstrom": [[0.705, 0.213, -0.563], [-5.486, 0.112, -4.182], [-4.012, 0.665, -2.825], [-3.394, 1.908, -2.958], [-2.410, 2.262, -2.062], [-1.409, 4.065, -2.241], [-2.039, 1.391, -0.984], [-1.136, 1.693, -0.149], [-2.688, 0.109, -0.903], [-2.224, -0.848, 0.159], [-0.907, -1.441, -0.169], [-0.302, -2.196, 0.933], [0.172, -1.259, 2.020], [0.212, -1.628, 3.350], [0.691, -0.718, 4.282], [1.095, 0.536, 3.866], [1.026, 0.838, 2.519], [0.577, -0.046, 1.627], [-3.654, -0.232, -1.811], [-3.666, 2.576, -3.762], [-2.108, -0.305, 1.097], [-2.971, -1.635, 0.303], [-0.952, -1.984, -1.023], [-0.995, -2.929, 1.356], [0.570, -2.723, 0.541], [-0.131, -2.610, 3.649], [0.739, -0.991, 5.329], [1.481, 1.266, 4.562], [1.332, 1.797, 2.125], [-4.135, -1.202, -1.755], [1.115, 0.804, -4.719], [0.766, 0.453, -3.641], [0.360, 0.066, -2.582], [5.012, 0.322, -0.628], [3.509, 0.158, 0.278], [2.859, -1.082, -0.164], [3.842, 0.189, 1.683], [2.671, 1.328, -0.165], [5.738, -0.368, -0.203], [5.342, 1.354, -0.517], [4.803, 0.094, -1.672]], "lowdin_charge": [1.107, 0.932, -0.706, -0.214, -0.630, 0.992, -0.463, -0.085, -0.137, -0.131, -0.095, -0.135, -0.258, -0.005, -0.037, -0.031, -0.095, 0.014, -0.101, 0.087, 0.128, 0.129, 0.129, 0.126, 0.134, 0.118, 0.114, 0.115, 0.125, 0.104, 0.061, -0.514, -0.036, -0.146, 0.389, -0.410, -0.332, -0.441, 0.067, 0.067, 0.069]}


{"formula": "C15H14BF3O", "method": "ωB97M-V/def2-TZVPD", "lumo_ha": -0.096, "spin_multiplicity": 1, "orbital_gap_ev": 5.130, "e_homo_ev": -7.750, "total_charge": 0, "total_energy_ha": -979.73923, "species": ["F", "B", "F", "F", "C", "C", "O", "C", "C", "H", "H", "H", "C", "C", "C", "C", "C", "C", "C", "C", "C", "C", "C", "H", "H", "H", "H", "H", "H", "H", "H", "H", "H", "H"], "positions_angstrom": [[0.401, -0.619, 3.373], [-0.211, -0.688, 2.117], [-1.138, -1.722, 1.994], [-0.642, 0.535, 1.627], [1.040, -1.115, 1.124], [1.193, -2.341, 0.504], [2.373, -2.403, -0.201], [2.965, -1.167, -0.055], [2.213, -0.361, 0.771], [0.478, -3.153, 0.423], [3.892, -0.942, -0.567], [2.437, 0.645, 1.098], [1.767, -5.235, 1.457], [0.400, -5.988, 1.267], [-0.411, -5.543, 2.449], [0.284, -4.617, 3.212], [1.561, -4.361, 2.652], [2.619, -3.648, 3.305], [2.338, -2.768, 4.383], [3.364, -2.112, 5.054], [4.693, -2.283, 4.646], [4.993, -3.140, 3.578], [3.976, -3.816, 2.916], [2.581, -5.957, 1.616], [2.025, -4.652, 0.569], [-0.066, -5.696, 0.314], [0.573, -7.072, 1.227], [-1.407, -5.924, 2.657], [-0.086, -4.130, 4.112], [1.301, -2.586, 4.659], [3.123, -1.464, 5.898], [5.495, -1.753, 5.162], [6.026, -3.291, 3.265], [4.205, -4.511, 2.107]], "lowdin_charge": [0.095, -1.107, 0.097, 0.119, -0.046, -0.118, -0.053, -0.107, -0.013, 0.116, 0.109, 0.113, -0.117, -0.131, 0.056, 0.021, -0.086, -0.155, 0.015, -0.041, -0.043, -0.060, 0.008, 0.136, 0.112, 0.131, 0.124, 0.126, 0.130, 0.113, 0.117, 0.113, 0.111, 0.116]}


{"formula": "C15H14BrNO4S", "method": "ωB97M-V/def2-TZVPD", "lumo_ha": -0.026, "spin_multiplicity": 1, "orbital_gap_ev": 7.960, "e_homo_ev": -8.664, "total_charge": 0, "total_energy_ha": -3907.49497, "e_above_lowest_kj_mol": 1115.8, "species": ["C", "C", "C", "C", "C", "C", "C", "H", "O", "C", "H", "C", "O", "N", "H", "S", "O", "O", "C", "C", "C", "C", "C", "C", "H", "H", "Br", "H", "H", "H", "H", "H", "H", "H", "H", "H"], "positions_angstrom": [[3.107, 1.690, -1.661], [2.053, 1.847, -0.813], [0.958, 2.718, -1.185], [-0.218, 2.713, -0.317], [-0.260, 1.881, 0.755], [0.748, 1.178, 1.313], [1.814, 1.071, 0.582], [2.773, 0.680, 0.585], [0.656, 0.647, 2.376], [1.380, -0.675, 2.637], [1.080, -0.704, 3.702], [0.566, -1.559, 1.619], [-0.269, -2.486, 1.936], [1.204, -1.625, 0.503], [1.915, -1.108, 0.050], [0.285, -2.481, -0.720], [1.053, -2.042, -1.928], [0.309, -3.916, -0.602], [-1.163, -1.644, -0.720], [-1.494, -0.405, -0.965], [-2.740, 0.142, -0.962], [-3.807, -0.483, -0.075], [-3.495, -1.770, 0.247], [-2.321, -2.428, 0.148], [-2.048, -3.313, 0.054], [-4.198, -2.401, 0.678], [-5.354, 0.061, 0.075], [-2.839, 1.322, -1.224], [-0.741, 0.036, -1.464], [2.458, -0.621, 2.552], [-1.109, 2.233, 1.537], [-1.146, 3.343, -0.683], [0.818, 3.184, -2.085], [2.919, 0.628, -2.319], [3.965, 1.582, -1.199], [3.140, 2.707, -2.425]], "lowdin_charge": [-0.105, -0.249, -0.030, -0.089, -0.070, -0.574, 0.039, 0.090, 0.048, 0.077, 0.145, -0.447, 0.026, 0.041, 0.099, 0.757, -0.335, -0.240, -0.250, -0.160, -0.034, -0.886, -0.171, 0.081, 0.014, 0.089, 1.036, 0.154, 0.086, 0.124, 0.178, 0.141, 0.061, 0.173, 0.008, 0.172]}


| no. | molar mass (g/mol) |
| --- | --- |
| 1 | 1215.3 |
| 2 | 728.8 |
| 3 | 364.8 |
| 4 | 267.3 |
| 5 | 271.3 |
| 6 | 799.1 |
| 7 | 278.1 |
| 8 | 384.3 |